The following is a quantum chemistry calculation of a molecular structure, C21H38GeReS4SbSi4 at a distorted geometry, from OMol25.

Calculated values
HOMO-LUMO gap (spin up / spin down) (eV): 5.2311 / 6.0208
ΔE to the lowest compared entry with this formula, charge and spin (eV): 1.3065
Largest force on an atom (eV Å⁻¹): 4.16
Lowest unoccupied orbital energy (spin up / spin down) (hartree): -0.3890 / -0.3764
Spin multiplicity: 2
Total charge: +3

Each line ends with the Mulliken spin population.
Cartesian coordinates (Å):
C1 -3.4300 -3.5563 0.5018  0.000
C2 -2.7612 1.9161 -3.8158  -0.003
Re1 -0.7767 0.2594 0.0409  0.864
C3 -2.7402 -2.1918 -2.3674  -0.002
Si1 -3.8696 -2.4018 -0.8864  0.028
C4 -2.7865 2.6205 3.1523  -0.005
H1 -2.1970 -0.5241 4.4800  -0.002
H2 2.6274 -2.8842 -2.5927  0.002
C5 -0.4352 -4.4842 3.5118  -0.001
C6 -5.2823 2.1463 -1.9712  -0.013
H3 -5.4723 1.8996 -0.9269  0.003
C7 -2.7393 -0.6329 3.5380  -0.002
H4 -2.0183 -0.8764 2.7556  -0.008
H5 -2.2159 2.7377 4.0763  -0.001
S1 4.0146 1.0460 -0.4251  0.054
H6 1.9603 -6.8693 3.6533  0.000
H7 -3.5052 -4.5965 0.1691  0.002
H8 -0.4816 -2.8466 2.1477  -0.005
C8 1.2792 -4.0505 -3.7776  0.000
C9 0.2468 -5.6141 3.9418  0.000
H9 -2.4047 -3.3840 0.8261  -0.001
H10 -1.9674 3.3170 -0.4970  -0.004
H11 -1.9861 -1.4476 -2.1373  0.004
H12 -0.2316 -5.2395 -0.4201  0.000
Sb1 1.7687 0.8425 -0.3337  0.038
H13 -3.3006 -1.8626 -3.2446  0.000
C10 1.8785 -5.2865 2.2119  0.000
H14 -5.6493 1.6672 1.8815  0.004
H15 -6.2089 -1.9893 -0.1350  -0.002
H16 2.7784 -5.6114 1.7010  0.000
H17 -0.1722 -5.3278 -4.7027  0.000
H18 -1.1397 -6.0898 -2.5536  0.000
C11 -5.3883 0.8431 2.5478  -0.012
C12 0.2162 -4.9456 -3.7677  0.001
S2 0.7847 -1.3105 0.3135  -0.024
Si2 -3.4870 2.5876 -2.2479  -0.008
H19 -2.1622 4.6071 -1.6864  0.001
Ge1 -3.0246 0.3280 0.0751  -0.078
H20 -5.6042 -0.0981 2.0416  0.005
H21 -3.5308 1.6993 -4.5579  0.000
H22 -3.5173 3.4283 3.1119  0.000
C13 -2.6915 3.8357 -1.1220  0.009
H23 -3.4335 4.3230 -0.4881  0.001
H24 -4.1032 -3.4401 1.3516  0.000
Si3 1.8659 -3.2993 0.2477  0.005
H25 -2.0449 2.6016 -4.2732  0.000
H26 -6.1567 -2.5074 -1.8075  0.002
H27 -3.4471 -1.4548 3.6450  -0.003
H28 -2.2255 -3.1245 -2.6152  0.003
H29 -6.0378 0.9134 3.4263  -0.003
H30 -5.9325 2.9856 -2.2410  -0.001
S3 0.2894 1.8093 1.2672  0.062
S4 0.0181 0.9812 -1.9556  0.097
C14 -0.3321 -5.3683 -2.5621  0.000
H31 -1.3357 -4.1645 4.0219  0.000
H32 -2.0934 2.7150 2.3141  0.000
Si4 -3.5854 0.9494 3.0219  -0.017
H33 -5.7182 -0.8442 -1.3988  -0.001
C15 1.2015 -4.1453 1.7674  0.001
C16 0.1692 -4.8831 -1.3640  0.000
H34 1.7294 -3.7505 -4.7143  0.000
H35 -0.1324 -6.1842 4.7793  0.000
C17 1.7825 -3.5659 -2.5810  0.005
C18 -5.6520 -1.8787 -1.0661  0.001
C19 0.0445 -3.7481 2.4408  0.007
C20 1.2266 -3.9684 -1.3632  -0.008
H36 -2.2248 0.9882 -3.5913  0.000
H37 3.2091 -2.7156 0.2469  0.001
C21 1.4110 -6.0075 3.2995  0.000
H38 -5.5715 1.3066 -2.6043  0.000